The following is a DFT calculation (ωB97M-V/def2-TZVPD) of C27H23ClN9O8Tc as an isolated structure.

Calculated values
2S+1 = 4
Total energy = -2678.08778 Ha
Frontier orbital gap (spin up / spin down) = 0.264 / 0.258 Ha
Lowest unoccupied orbital energy (spin up / spin down) = -3.29 / -3.96 eV
Total charge = +1
<S²> = 3.769

Each line ends with the Löwdin charge.
Positions of all 69 atoms, in Å:
Tc (-0.562, -0.636, -0.043)  1.763
Cl (5.522, -3.726, 1.761)  0.700
C (4.254, -2.769, 1.078)  -0.656
C (4.209, -2.577, -0.309)  -0.056
C (3.220, -1.812, -0.875)  0.017
C (2.215, -1.240, -0.081)  -0.321
O (1.288, -0.493, -0.669)  -0.202
C (2.262, -1.437, 1.320)  -0.135
C (1.383, -0.716, 2.194)  -0.017
N (0.239, -0.236, 1.827)  -0.041
C (-0.411, 0.826, 2.527)  -0.199
C (-0.352, 1.036, 3.887)  -0.014
C (-0.944, 2.177, 4.418)  -0.063
C (-1.531, 3.098, 3.573)  -0.030
C (-1.595, 2.923, 2.183)  -0.131
C (-2.114, 4.064, 1.408)  -0.035
C (-1.980, 4.330, 0.108)  -0.058
C (-1.325, 3.362, -0.829)  -0.075
N (-1.143, 1.266, 0.356)  -0.118
C (-1.084, 1.718, 1.665)  -0.152
C (3.313, -2.188, 1.884)  -0.044
H (4.968, -3.034, -0.929)  0.119
H (3.184, -1.645, -1.943)  0.129
H (1.747, -0.489, 3.195)  0.144
H (0.137, 0.323, 4.537)  0.118
H (-0.924, 2.352, 5.484)  0.112
H (-1.946, 4.007, 3.989)  0.118
H (-2.609, 4.811, 2.019)  0.114
H (-2.382, 5.249, -0.295)  0.110
H (-1.440, 3.608, -1.884)  0.120
H (3.364, -2.313, 2.958)  0.121
O (0.362, -4.392, -1.227)  0.118
C (-0.024, -3.254, -1.287)  -0.535
O (-0.387, -2.581, -0.203)  -0.195
C (-0.100, -2.543, -2.624)  -0.041
C (0.463, -3.232, -3.684)  0.089
C (0.428, -2.699, -4.958)  -0.110
C (-0.173, -1.491, -5.223)  0.094
C (-0.750, -0.799, -4.173)  -0.035
C (-0.727, -1.293, -2.846)  -0.236
O (-1.277, -0.612, -1.863)  -0.217
N (-1.357, 0.495, -4.528)  -0.321
O (-1.269, 0.854, -5.679)  0.106
O (-1.951, 1.136, -3.668)  0.041
N (1.051, -3.440, -6.070)  -0.351
O (1.569, -4.503, -5.803)  0.099
O (0.992, -2.937, -7.173)  0.093
H (0.923, -4.193, -3.498)  0.141
H (-0.190, -1.088, -6.224)  0.137
C (-6.075, -0.468, 0.539)  -0.021
N (-4.803, -1.186, 0.577)  -0.135
C (-4.782, -2.502, 1.210)  -0.018
C (-3.627, -0.578, 0.305)  -0.363
N (-2.485, -1.049, 0.678)  0.045
N (-3.790, 0.575, -0.468)  0.214
C (-3.048, 1.631, -0.945)  -0.305
N (-3.716, 2.384, -1.845)  0.218
N (-1.869, 2.015, -0.532)  -0.047
H (-6.822, -1.076, 1.038)  0.098
H (-6.434, -0.315, -0.484)  0.098
H (-6.013, 0.489, 1.056)  0.106
H (-5.758, -2.960, 1.081)  0.099
H (-4.560, -2.438, 2.279)  0.109
H (-4.053, -3.146, 0.719)  0.102
H (-2.556, -1.901, 1.219)  0.080
H (-4.717, 0.607, -0.861)  0.122
H (-4.412, 1.911, -2.400)  0.131
H (-3.162, 3.009, -2.409)  0.105
H (-0.255, 3.260, -0.649)  0.147